Below is a cluster of 14 separate species, C4H36NO16 in total, with properties calculated with ωB97M-V/def2-TZVPD.

Last column: Mulliken spin population.
Cartesian coordinates (Å):
C -1.8122 -2.7120 1.4845  0.00
O -3.0251 -3.3490 1.6992  0.00
C -2.0013 -1.4798 0.4960  0.01
C -0.6740 -0.9485 0.0458  0.01
C -0.7625 -0.2941 -1.3485  0.01
O -0.5272 0.9151 -1.6750  0.02
O -1.3560 -0.8889 -2.2944  0.87
N -2.8607 -0.5779 1.3321  0.00
H -1.4188 -2.2979 2.4163  0.00
H -1.0259 -3.3944 1.1313  0.00
H -3.3714 -3.8030 0.9230  0.00
H -2.6840 -1.9033 -0.2390  -0.01
H -0.0940 -1.8025 -0.3136  -0.01
H -0.0875 -0.3705 0.7528  0.01
H -0.1125 1.5842 -1.0801  0.01
H -2.4188 -0.2122 2.1864  0.00
H -3.7089 -1.0445 1.6558  0.00
H -2.9574 0.3288 0.8146  0.00
H 0.4857 3.2628 -3.2543  0.00
H 1.8416 2.9539 -2.5433  0.00
O 0.9060 2.7372 -2.5805  0.00
H -0.7232 0.4146 2.9494  0.00
H 0.2448 -0.6882 3.2244  0.00
O -0.7073 -0.5626 3.1028  0.00
H -1.3331 -2.7441 -2.5846  -0.01
H -1.7320 -3.7923 -1.4958  -0.01
O -1.1350 -3.6168 -2.2299  0.07
H 4.3290 0.4799 1.6793  0.00
H 4.0466 1.2135 3.0065  0.00
O 3.7156 0.5246 2.4212  0.00
H 3.2836 -0.3071 -0.5222  0.00
H 3.5492 0.7382 -1.4749  0.00
O 3.6195 0.6057 -0.5129  0.00
H 2.2964 -0.3144 -2.1938  0.00
H 2.1319 -1.7747 -1.5559  0.00
O 1.9101 -0.8302 -1.4444  0.00
H 1.2576 -3.7807 -0.4894  0.00
H 1.1796 -3.7971 -1.9825  0.00
O 1.7880 -3.6083 -1.2614  0.00
H 2.1620 1.4173 -0.1558  0.00
H 2.0221 2.0696 1.1992  0.00
O 1.5408 1.9777 0.3663  0.00
H 0.2018 2.8387 -0.4872  0.00
H -0.9708 3.8021 -0.6447  0.00
O -0.7558 2.9316 -0.2981  0.01
H -0.3636 1.6941 1.2715  0.00
H -0.4410 2.6476 2.6057  0.00
O -0.7286 1.8557 2.1390  0.00
H 2.9390 1.3382 -4.0323  0.00
H 1.5862 0.7771 -3.6022  0.00
O 2.4974 0.8726 -3.3113  0.00
H -4.1995 2.3372 0.0047  0.00
H -2.7057 2.2599 0.4591  0.00
O -3.4154 1.7781 0.0049  0.00
H 1.5376 1.7890 3.5258  0.00
H 2.0565 3.1703 3.8338  0.00
O 1.2398 2.6993 3.6249  0.00

Atoms 1-3, force components in eV/Å:
1.1 0.2 -0.7
-0.6 0.4 0.4
-0.9 -2.3 2.9

## Properties
net charge = +2
E_HOMO (alpha / beta) = -16.75 / -16.75 eV
orbital gap (alpha / beta) = 10.18 / 5.11 eV
spin multiplicity = 2
<S²> = 0.76

---

Below is a cluster of 15 separate species, C4H37NO16 in total, with properties calculated with ωB97M-V/def2-TZVPD.

Last column: Mulliken spin population.
Cartesian coordinates (Å):
C 2.2224 -0.0891 1.8744  0.21
C 1.0382 -0.4162 0.9965  -0.45
N 0.0901 0.6852 1.0207  0.57
C -0.3453 1.2317 -0.2618  -0.02
C -1.7991 1.3344 -0.7169  0.31
O -2.8648 1.1992 0.0616  -0.08
O -1.9454 1.4634 -1.9124  -0.02
H 2.0195 -0.2731 2.9328  -0.08
H 2.5015 0.9651 1.8914  -0.12
H 3.1134 -0.6616 1.6015  0.02
H 0.5980 -1.3419 1.3818  0.57
H 1.3207 -0.7798 0.0000  -0.05
H -0.6650 0.5174 1.6725  -0.13
H -0.0113 2.2772 -0.2191  -0.02
H 0.2687 0.7531 -1.0283  0.01
H -2.8326 0.8229 0.9835  0.10
H -0.0759 -3.8859 1.6382  0.13
H -1.3274 -4.6744 1.9354  -0.03
O -1.0414 -3.8894 1.4521  -0.02
H 0.3991 1.9390 -3.9670  0.00
H 1.5835 2.3592 -3.0838  0.00
O 1.2451 2.3914 -3.9890  0.00
H -0.5316 -1.4257 -1.4506  0.05
H -1.5376 -1.4110 -2.5947  -0.01
O -0.5942 -1.5361 -2.4043  0.07
H 0.3011 -1.6225 -4.4304  0.00
H 1.4484 -1.6686 -3.4245  0.00
O 1.2531 -1.6462 -4.3614  0.00
H -0.6651 -2.4802 3.0584  0.20
H -1.2784 -2.2887 4.5196  0.34
O -1.1536 -1.8902 3.6468  -0.67
H -1.2179 4.4254 0.1035  0.01
H -1.6394 3.2145 0.9307  0.00
O -1.1043 4.0137 0.9662  -0.01
H 1.9574 -3.4492 1.1387  0.07
H 1.9987 -3.4939 2.6681  0.08
O 1.6730 -3.9796 1.8978  -0.23
H 3.1296 2.6364 0.9775  0.00
H 1.7162 3.0029 0.8470  -0.01
O 2.5245 2.9991 0.3143  -0.02
H -4.1407 -0.6940 -2.1583  0.01
H -3.3018 -0.1076 -3.3334  0.00
O -3.4531 -0.8919 -2.7985  0.00
H -1.3003 -1.8459 0.5343  -0.15
H -2.7423 -1.9638 0.2990  0.12
O -2.0115 -1.3700 0.0738  0.35
H -2.6738 -0.7211 2.6945  0.10
H -3.2927 0.4676 3.3259  0.22
O -2.6720 0.2567 2.6100  -0.38
H 3.9723 -1.9312 -0.5480  0.00
H 3.1774 -2.9311 -1.5035  -0.01
O 3.6817 -2.8356 -0.6937  0.02
H 1.5557 2.8782 2.5394  0.01
H 0.5837 2.5645 3.5892  0.00
O 1.3892 3.0868 3.4620  -0.03
H 3.6850 2.0114 -2.1606  0.00
H 2.6359 1.8092 -1.0377  0.00
O 2.9730 1.4331 -1.8737  0.00

Atoms 1-3, force components in eV/Å:
0.9 -0.1 0.5
-0.3 -0.5 0.3
-0.6 0.0 0.0

## Properties
net charge = -1
ΔE to the lowest compared entry with this formula, charge and spin = 0.0 kcal/mol
E_HOMO (alpha / beta) = -0.28 / -6.61 eV
orbital gap (alpha / beta) = 2.57 / 8.84 eV
spin multiplicity = 2
<S²> = 0.75

---

Below is a cluster of 15 separate species, C4H37NO16 in total, with properties calculated with ωB97M-V/def2-TZVPD.

Last column: Mulliken spin population.
Cartesian coordinates (Å):
C -1.4169 -0.7349 -1.2505  1.47
N -0.8104 0.0191 -2.1953  -0.93
C -1.1650 -0.3524 -3.5900  0.37
C 0.5862 0.3414 -1.8378  1.06
C 1.5441 0.2840 -3.0309  0.17
O 2.7019 1.0604 -2.6091  -0.33
O -2.5687 -1.1333 -1.4663  -0.32
H -1.0571 -0.9053 -0.1635  -0.04
H -0.3488 -0.6417 -4.1222  -0.03
H -1.7933 -1.2252 -3.4925  -0.05
H -1.6966 0.5134 -4.1223  -0.01
H 1.0125 -0.3840 -1.1283  -0.05
H 0.5690 1.2646 -1.3255  -0.02
H 1.9065 -0.7370 -3.3284  -0.05
H 1.1175 0.8493 -3.8322  0.13
H 3.4294 0.4147 -2.4179  -0.01
H 2.6233 2.6870 3.2088  -0.01
H 1.2925 2.7035 2.4721  0.03
O 1.8305 2.1565 2.9323  -0.04
H 1.8910 -0.3108 4.8739  0.00
H 0.9199 -1.4229 4.2598  0.07
O 1.5695 -1.2477 4.8832  0.01
H -1.0368 -2.7786 1.6357  0.05
H -0.4319 -4.0648 2.3154  0.01
O -1.2032 -3.8196 1.6926  -0.05
H 2.9007 -1.2837 1.9970  -0.03
H 1.7298 -1.2676 0.9606  0.03
O 2.3662 -0.7269 1.4820  0.18
H 1.7984 1.9560 0.3976  0.00
H 0.4367 2.3385 -0.2977  0.02
O 1.2450 2.6979 0.2100  -0.09
H -2.8873 -2.6255 0.8100  0.03
H -3.4500 -1.5225 0.2406  0.05
O -3.6099 -1.9506 1.0350  -0.08
H -1.0725 1.3648 1.3414  0.11
H -2.1447 0.2752 1.8413  0.05
O -1.2908 0.3271 1.4733  -0.39
H 1.2171 -3.3302 -3.0715  0.19
H -0.2119 -3.3253 -3.5804  0.15
O 0.4929 -2.8211 -3.2008  -0.56
H 2.1789 -3.1615 3.1779  0.07
H 2.8631 -2.0342 3.8787  0.02
O 2.7828 -2.4845 3.0533  -0.24
H 3.3441 2.4160 -1.3143  0.03
H 2.7921 3.5456 -0.4381  0.01
O 3.5892 3.4284 -1.0224  0.03
H -0.6339 5.1746 -1.6539  -0.01
H 0.3435 4.0609 -2.3783  0.00
O -0.5484 4.2400 -2.0042  0.01
H -4.1045 -0.4642 2.0954  0.04
H -4.5298 0.2863 3.3581  0.02
O -3.7926 0.1067 2.7198  -0.13
H -2.6270 1.8932 -2.4182  0.04
H -4.0502 2.0494 -2.9702  0.00
O -3.2007 2.5672 -3.0482  -0.02
H -0.4850 -0.7373 2.5868  0.06
H -0.8735 -1.9572 3.3604  0.04
O -0.0331 -1.5709 3.0183  -0.04

Atoms 1-3, force components in eV/Å:
-2.4 -0.4 1.3
1.6 -1.0 0.4
-2.8 2.1 1.1

## Properties
net charge = -1
ΔE to the lowest compared entry with this formula, charge and spin = 92.3 kcal/mol
E_HOMO (alpha / beta) = 0.19 / -7.25 eV
orbital gap (alpha / beta) = 2.17 / 9.56 eV
spin multiplicity = 2
<S²> = 0.75

---

Below is a cluster of 15 separate species, C4H38N2O14 in total, with properties calculated with ωB97M-V/def2-TZVPD.

Last column: Mulliken charge in e.
Cartesian coordinates (Å):
C -3.5572 0.7386 1.2998  -0.72
C -2.7684 1.5963 2.2896  -0.30
C -1.9868 0.8057 3.3406  -1.05
N -0.9348 -0.0511 2.8156  0.06
C -1.1928 -1.3225 2.4205  -0.23
N -0.2033 -2.1363 2.3547  -0.53
H -4.3917 0.2331 1.7912  0.28
H -3.9122 1.4601 0.5541  0.33
H -2.9578 0.0365 0.7469  0.00
H -3.4925 2.1682 2.9064  0.30
H -2.2193 2.4372 1.8408  0.37
H -1.4952 1.5817 3.9648  0.34
H -2.5595 0.4168 4.1908  0.47
H -0.1355 0.4706 2.4820  0.16
H -2.2361 -1.6301 2.3993  0.40
H -0.2580 -3.1010 2.0915  0.16
H 2.5724 -0.4539 3.2679  0.34
H 3.1034 0.5996 4.0901  0.29
O 2.8448 0.4901 3.1483  -0.65
H 2.1709 1.9410 2.3046  0.45
H 1.2784 1.9771 1.0304  0.12
O 1.8171 2.5471 1.5946  -0.62
H 2.7875 2.2443 -2.0210  0.47
H 2.5051 3.6845 -1.7807  0.27
O 3.1981 3.1243 -2.1556  -0.78
H 0.6346 -0.7608 0.5968  0.18
H 1.2240 -0.0271 -0.6254  0.17
O 1.2172 -0.0417 0.3454  -0.21
H 0.5373 3.7189 -0.6547  0.34
H 0.1748 2.1320 -0.6280  0.19
O 0.2884 2.9308 -1.1691  -0.66
H -2.1800 0.4035 -3.2935  0.28
H -2.7156 0.1335 -4.5733  0.34
O -1.8340 0.1528 -4.1524  -0.68
H 2.8576 -2.1301 2.8101  0.32
H 1.2618 -1.8453 2.9527  0.54
O 2.1359 -2.0950 3.4397  -0.85
H -2.0305 -2.2947 -1.8480  0.49
H -1.6392 -2.7303 -0.5415  0.25
O -2.2488 -2.0578 -0.9007  -0.68
H -2.6895 -0.4920 -1.3369  0.43
H -4.1485 -0.0265 -1.1879  0.31
O -3.3021 0.2560 -1.5227  -0.72
H 4.2686 0.9461 -2.6470  0.35
H 3.8478 1.0551 -1.2555  0.47
O 4.1971 0.4018 -1.8685  -0.56
H 1.1268 -1.6500 -2.8822  0.33
H 2.3539 -0.7269 -2.3920  0.54
O 2.0072 -1.6195 -2.5010  -0.63
H 1.8737 1.7024 -1.9953  0.14
H 3.3056 1.1567 -2.4736  0.19
O 2.4108 0.9311 -2.1602  -0.74
H -0.4497 -2.7649 -3.2631  0.32
H -0.8670 -1.2688 -3.6325  0.39
O -1.2008 -2.1714 -3.3910  -0.69
H 0.5647 -3.2340 -0.7779  0.28
H 0.9090 -4.1381 -1.9300  0.31
O 0.1322 -3.7040 -1.5082  -0.66

Atoms 1-3, force components in eV/Å:
0.1 1.4 0.1
-1.3 0.0 1.3
1.0 2.0 0.5

## Properties
ΔE to the lowest compared entry with this formula, charge and spin = 200.1 kcal/mol
E_HOMO = -9.72 eV
orbital gap = 9.82 eV
spin multiplicity = 1

---

Below is a cluster of 15 separate species, C4H38O14 in total, with properties calculated with ωB97M-V/def2-TZVPD.

Last column: Mulliken spin population.
Cartesian coordinates (Å):
C 2.5814 0.7530 1.7280  0.13
C 0.1767 -0.0110 -0.9598  0.12
C 1.0673 -0.3637 0.1633  0.05
C 1.1091 0.6582 1.2710  0.06
H 2.6820 1.6989 2.3934  0.02
H 3.2806 0.4259 0.9163  0.01
H 2.7194 -0.0515 2.4618  0.00
H 0.3290 0.9472 -1.6141  0.08
H -0.9669 0.0017 -0.7969  0.09
H 0.1847 -0.6419 -1.8893  0.00
H 2.0860 -0.6137 -0.3615  0.16
H 0.7202 -1.2554 0.5990  0.04
H 0.8883 1.6885 1.1210  0.00
H 0.4910 0.3210 2.0705  0.02
H -4.5374 -0.1666 0.4036  0.00
H -4.7585 -1.5162 1.0075  0.00
O -4.9872 -0.9574 0.2329  0.00
H -1.2380 3.1026 1.9794  0.00
H -1.1343 1.8681 3.0101  0.00
O -1.6519 2.6359 2.7232  0.00
H 1.0923 4.9244 0.8180  0.00
H 0.4604 3.9707 -0.3522  0.00
O 0.2788 4.5886 0.4242  0.00
H 1.8629 3.1551 -1.9705  0.00
H 1.6445 2.3331 -0.8264  0.00
O 1.2199 2.9860 -1.2504  0.01
H -0.9259 -2.2748 -1.7204  0.00
H -0.7972 -2.9477 -0.4902  0.00
O -0.4379 -3.0428 -1.3067  0.00
H 3.6944 -2.1024 -0.7305  -0.01
H 4.2129 -2.0381 0.7335  -0.01
O 4.3031 -1.6206 -0.0954  0.14
H -1.0328 -2.2167 -3.4905  0.00
H -1.0316 -0.8357 -3.9537  0.00
O -0.9272 -1.7817 -4.3490  0.00
H -0.5324 3.1037 -1.6033  0.00
H -2.1201 3.3752 -2.2265  0.00
O -1.4378 2.7916 -1.7088  0.00
H -1.3348 -3.7506 1.6270  0.00
H -0.1408 -4.2509 2.4324  0.00
O -0.5155 -4.0579 1.6335  0.00
H -2.5873 -1.1386 0.6293  0.00
H -1.5624 -0.3229 0.9813  0.00
O -1.7068 -1.2416 1.0239  0.01
H 2.5464 -3.2704 -2.4954  0.00
H 1.8114 -3.2793 -1.2592  0.00
O 2.4760 -2.7710 -1.6501  0.00
H -2.0051 0.3712 4.5945  0.00
H -1.4237 -0.9323 3.9328  0.00
O -1.3502 -0.0943 4.0844  0.00
H -2.2730 1.7132 1.1913  0.00
H -2.1521 1.9432 -0.3066  0.00
O -2.3472 1.3503 0.3963  0.04
H 3.5832 0.0029 -2.6026  0.00
H 2.3249 -0.2851 -1.8485  0.00
O 2.8755 0.3056 -2.1052  0.06

Atoms 1-3, force components in eV/Å:
1.3 -0.8 2.0
-1.0 1.1 -4.7
-0.9 2.1 -0.6

## Properties
net charge = +1
ΔE to the lowest compared entry with this formula, charge and spin = 101.0 kcal/mol
E_HOMO (alpha / beta) = -13.95 / -13.94 eV
orbital gap (alpha / beta) = 11.26 / 4.06 eV
spin multiplicity = 2
<S²> = 0.75

---

Below is a cluster of 2 separate species, C4H3BrCl2O2S2 in total, with properties calculated with ωB97M-V/def2-TZVPD.

Last column: Mulliken charge in e.
Cartesian coordinates (Å):
C 0.4067 -1.7915 0.1435  -0.05
C 0.7655 -1.6984 1.4098  0.15
C 0.1801 -0.4002 -0.3958  -0.66
C 1.1435 0.4654 0.3148  -0.21
O 2.8036 -3.9896 0.2277  -0.39
O 1.7595 -4.5911 2.4266  -0.45
S 1.2548 -0.2522 2.1189  -0.06
S 2.4325 -3.6435 1.5482  0.89
Cl 2.7083 0.5149 -0.5788  -0.15
Cl 4.0230 -2.6541 2.5070  -0.17
Br 0.0967 -3.3881 -0.7964  -0.04
H 0.3473 -0.1927 -1.4581  0.42
H -0.9832 -0.2713 -0.2257  0.26
H 0.8784 1.3931 0.5891  0.48

Atoms 1-3, force components in eV/Å:
0.0 -0.1 -0.5
2.5 -3.3 0.5
-3.1 -0.5 -1.0

## Properties
ΔE to the lowest compared entry with this formula, charge and spin = 64.2 kcal/mol
E_HOMO (alpha / beta) = -9.19 / -9.18 eV
orbital gap (alpha / beta) = 6.80 / 6.77 eV
spin multiplicity = 1

---

Going through the records in order, we get electronic energy values of -1431.9116 -1433.1784 -1433.0314 -1337.8118 -1228.0021 -4595.3127 a.u..